# C62H112O51

17 unconnected molecules or ions with the total composition C62H112O51 in a non-equilibrium geometry (ωB97M-V/def2-TZVPD, the Open Molecules 2025 dataset).

Calculated values
Charge   0

Element x y z (Å)
C (4.5441, 0.2921, -3.0058)
C (5.7562, -0.5199, -3.3655)
O (5.3526, -1.6822, -4.0528)
C (4.0468, -1.7598, -4.0223)
O (3.3136, -2.5843, -4.5608)
O (3.5553, -0.6501, -3.4044)
H (4.4708, 1.1558, -3.6667)
H (4.5645, 0.5862, -1.9565)
H (6.2211, -0.8013, -2.4206)
H (6.4589, 0.0682, -3.9559)
C (-7.6538, -2.5911, 3.5331)
C (-8.7712, -2.2544, 4.4648)
O (-9.1924, -0.9531, 4.0359)
C (-8.6722, -0.6640, 2.9183)
O (-8.7301, 0.4696, 2.4029)
O (-7.9528, -1.7124, 2.4495)
H (-7.7268, -3.5775, 3.0752)
H (-6.6589, -2.4202, 3.9443)
H (-8.5106, -2.4120, 5.5114)
H (-9.6458, -2.8581, 4.2224)
C (-4.3790, 0.8433, 1.8718)
C (-4.0749, 2.0087, 2.7069)
O (-3.5121, 1.5280, 3.9089)
C (-3.5796, 0.2178, 3.8232)
O (-3.2577, -0.4682, 4.7363)
O (-4.2250, -0.1869, 2.7618)
H (-3.7024, 0.6223, 1.0462)
H (-5.3948, 0.8311, 1.4768)
H (-4.9604, 2.6233, 2.8693)
H (-3.3171, 2.6865, 2.3140)
C (2.2847, 5.2021, 1.7189)
C (1.5539, 5.6844, 2.9614)
O (0.2667, 5.3010, 2.5363)
C (0.3602, 4.1193, 1.9648)
O (-0.6252, 3.4011, 1.7440)
O (1.5764, 4.0143, 1.4764)
H (3.2834, 4.9704, 2.0892)
H (2.3209, 5.9214, 0.9007)
H (1.7425, 6.7175, 3.2535)
H (1.8808, 5.0980, 3.8202)
C (-8.5637, 3.8172, 0.0180)
C (-8.0682, 3.7243, 1.4398)
O (-6.7094, 3.4644, 1.2750)
C (-6.4576, 2.9862, 0.0103)
O (-5.3419, 2.7117, -0.4669)
O (-7.5693, 3.0508, -0.6407)
H (-8.5594, 4.8242, -0.3990)
H (-9.5468, 3.3475, -0.0146)
H (-8.4479, 2.9151, 2.0637)
H (-7.9948, 4.6864, 1.9466)
C (-2.3375, 2.0564, -2.1253)
C (-3.2933, 1.6243, -3.2255)
O (-2.5238, 1.7437, -4.3638)
C (-1.5298, 2.6211, -4.1905)
O (-0.9236, 3.1222, -5.0830)
O (-1.4030, 2.8069, -2.8479)
H (-1.7289, 1.3039, -1.6238)
H (-2.9014, 2.6382, -1.3961)
H (-4.1661, 2.2744, -3.2862)
H (-3.6366, 0.6268, -2.9512)
C (0.2296, -4.4852, -2.7095)
C (-0.0310, -3.3960, -1.7082)
O (-0.3761, -3.8331, -0.3815)
C (0.4779, -4.5352, 0.3790)
O (1.6704, -4.7258, 0.1950)
O (-0.2210, -4.9165, 1.4686)
C (0.4218, -5.5652, 2.5437)
H (0.4748, -5.3941, -2.1600)
H (0.9101, -4.1532, -3.4936)
H (-0.6612, -4.8163, -3.2433)
H (-0.7816, -2.7266, -2.1283)
H (0.8472, -2.7569, -1.6156)
H (1.4867, -5.3353, 2.5782)
H (0.3919, -6.6189, 2.2664)
H (-0.0770, -5.3862, 3.4962)
C (-6.0743, -1.6878, -1.2853)
C (-4.6535, -1.9276, -0.8031)
O (-4.3806, -3.3429, -0.9819)
C (-4.1455, -4.1368, 0.0790)
O (-4.6129, -3.9621, 1.2104)
O (-3.5342, -5.2717, -0.3489)
C (-3.3518, -6.2769, 0.6362)
H (-6.8278, -2.2303, -0.7143)
H (-6.2274, -1.9406, -2.3345)
H (-6.4473, -0.6766, -1.1225)
H (-4.5999, -1.7095, 0.2635)
H (-3.9496, -1.2473, -1.2827)
H (-2.8481, -7.1557, 0.2336)
H (-4.2780, -6.7226, 0.9990)
H (-2.7962, -5.8964, 1.4933)
C (-2.8728, -4.7301, 4.8827)
C (-4.1071, -3.7887, 4.7845)
O (-5.3038, -4.4306, 5.1189)
C (-5.6439, -4.7323, 6.4447)
O (-6.6907, -5.3248, 6.7262)
O (-4.5988, -4.5708, 7.3445)
C (-4.6006, -4.9939, 8.6636)
H (-1.9943, -4.1249, 4.6588)
H (-2.8511, -5.4413, 4.0571)
H (-2.7496, -5.2644, 5.8248)
H (-4.2168, -3.5326, 3.7307)
H (-3.8924, -2.8832, 5.3521)
H (-3.9999, -4.3168, 9.2709)
H (-4.0133, -5.9086, 8.7440)
H (-5.6125, -5.1421, 9.0406)
C (1.2697, 0.7657, -1.5734)
C (0.9425, 1.3584, -0.1561)
O (0.7602, 0.4394, 0.8882)
C (-0.4473, -0.2174, 0.9973)
O (-1.4323, -0.0473, 0.3197)
O (-0.3321, -1.0507, 2.0519)
C (-1.3615, -1.9687, 2.2944)
H (2.2388, 0.2677, -1.6025)
H (1.1341, 1.5296, -2.3390)
H (0.5158, 0.0562, -1.9148)
H (0.3158, 2.2502, -0.1521)
H (1.9376, 1.7361, 0.0788)
H (-1.2825, -2.2587, 3.3421)
H (-1.3288, -2.7863, 1.5743)
H (-2.3035, -1.4656, 2.0762)
C (3.2227, 7.3158, -10.8106)
C (3.9358, 7.6893, -9.5061)
O (3.2379, 7.1506, -8.4167)
C (3.6729, 6.1014, -7.7574)
O (4.6684, 5.4407, -8.0786)
O (2.7324, 5.8578, -6.7871)
C (2.9049, 4.6472, -6.0299)
H (2.1887, 7.6419, -10.6987)
H (3.2915, 6.2572, -11.0612)
H (3.6622, 7.7845, -11.6911)
H (3.8893, 8.7781, -9.4866)
H (4.9982, 7.4499, -9.5521)
H (1.9487, 4.2751, -5.6619)
H (3.5416, 4.8914, -5.1795)
H (3.3117, 3.8347, -6.6319)
C (3.5342, 0.7496, -7.4334)
C (5.0424, 0.5251, -7.1037)
O (5.3932, 1.2126, -5.9842)
C (5.8510, 2.4616, -6.0066)
O (5.7821, 3.2000, -6.9770)
O (6.4460, 2.7289, -4.8412)
C (6.7110, 4.0730, -4.5152)
H (2.8713, 0.4140, -6.6359)
H (3.1966, 0.1948, -8.3088)
H (3.3652, 1.7999, -7.6712)
H (5.7694, 0.6034, -7.9120)
H (5.1099, -0.5482, -6.9262)
H (7.5409, 4.5016, -5.0771)
H (7.0037, 4.1952, -3.4724)
H (5.7796, 4.6142, -4.6818)
C (0.6220, 2.8785, -8.8053)
C (0.4360, 1.3902, -9.1748)
O (0.2948, 0.6502, -7.9622)
C (-0.9343, 0.4168, -7.3647)
O (-1.9703, 0.5305, -7.9502)
O (-0.8357, -0.0071, -6.1151)
C (0.3703, -0.0841, -5.3580)
H (-0.1757, 3.2546, -8.1646)
H (0.6483, 3.4716, -9.7194)
H (1.5591, 2.8488, -8.2494)
H (1.3575, 1.0871, -9.6718)
H (-0.3910, 1.3534, -9.8840)
H (0.8925, 0.8726, -5.3543)
H (1.0829, -0.7952, -5.7759)
H (0.1280, -0.4303, -4.3532)
C (4.4590, -3.4758, 5.7988)
C (4.3682, -2.0385, 5.3701)
O (3.0301, -1.7103, 5.0708)
C (2.6199, -0.5089, 5.2795)
O (3.2150, 0.4558, 5.7420)
O (1.2603, -0.6016, 5.0777)
C (0.3988, 0.4923, 5.1531)
H (5.4671, -3.8089, 6.0457)
H (4.0593, -4.2115, 5.1010)
H (3.8840, -3.5772, 6.7193)
H (4.9749, -1.8668, 4.4810)
H (4.7331, -1.3207, 6.1048)
H (-0.2567, 0.5003, 6.0240)
H (-0.3444, 0.3142, 4.3759)
H (0.8252, 1.4672, 4.9168)
C (0.6903, -3.4697, 7.8253)
C (0.4001, -3.4284, 9.3116)
O (-0.8763, -3.8234, 9.6892)
C (-1.0163, -5.0133, 10.2724)
O (-0.1528, -5.8841, 10.2374)
O (-2.0722, -4.9622, 11.1331)
C (-2.1635, -6.0535, 12.0275)
H (-0.0165, -2.9168, 7.2066)
H (0.6911, -4.5146, 7.5150)
H (1.7201, -3.1385, 7.6908)
H (0.5485, -2.4257, 9.7124)
H (1.1084, -4.0440, 9.8662)
H (-1.4560, -5.9082, 12.8438)
H (-2.0272, -7.0476, 11.6017)
H (-3.1361, -6.1267, 12.5143)
C (0.1737, 5.4648, -2.1540)
C (1.4755, 4.9876, -2.6766)
O (2.4002, 4.9575, -1.6437)
C (3.5933, 4.4058, -1.8410)
O (3.9754, 3.7559, -2.8072)
O (4.3265, 4.6197, -0.7053)
C (5.5203, 3.9097, -0.4861)
H (-0.5824, 5.4633, -2.9391)
H (0.1983, 6.5110, -1.8492)
H (-0.2009, 4.9214, -1.2864)
H (1.9030, 5.5675, -3.4946)
H (1.3668, 3.9852, -3.0908)
H (5.2537, 2.8867, -0.2206)
H (6.0604, 4.4228, 0.3096)
H (6.1346, 3.8502, -1.3846)
C (3.3358, -1.9153, 2.0133)
C (3.3888, -1.8880, 0.5093)
O (4.6869, -2.1257, 0.0980)
C (5.7270, -1.1994, 0.1805)
O (5.6254, -0.0576, 0.6023)
O (6.9146, -1.9087, -0.0182)
C (8.1975, -1.3218, 0.3104)
H (3.8614, -2.7524, 2.4727)
H (2.2838, -1.9828, 2.2905)
H (3.6743, -0.9609, 2.4164)
H (2.9997, -1.0337, -0.0446)
H (2.7132, -2.6271, 0.0788)
H (8.2866, -1.0896, 1.3717)
H (8.3853, -0.5214, -0.4052)
H (8.8747, -2.1628, 0.1611)

Cartesian forces (eV/Å) of the 2 atoms listed first:
C 0.34 -0.33 -1.64
C 2.15 0.90 1.23

---

# C62H168N12O19

16 unconnected molecules or ions with the total composition C62H168N12O19 in a non-equilibrium geometry (ωB97M-V/def2-TZVPD, the Open Molecules 2025 dataset).

Calculated values
Charge   0

Element x y z (Å)
C (13.4797, 8.6172, -25.0899)
O (12.8525, 7.4149, -25.4530)
C (11.8047, 7.6706, -26.3423)
C (10.7709, 6.5035, -26.4730)
N (10.0388, 6.5117, -27.7640)
C (10.7995, 5.9098, -28.8772)
C (10.9558, 4.3625, -28.7723)
O (9.6900, 3.7149, -28.3549)
C (9.8551, 2.3089, -28.3168)
H (12.7603, 9.3577, -24.7404)
H (14.1809, 9.0087, -25.8268)
H (14.1334, 8.4733, -24.2295)
H (12.2403, 7.8936, -27.3163)
H (11.2300, 8.5083, -25.9473)
H (9.9978, 6.6162, -25.7130)
H (11.3088, 5.5709, -26.3024)
H (9.0890, 6.1681, -27.7576)
H (11.7852, 6.3722, -28.8265)
H (10.4855, 6.2296, -29.8708)
H (11.6506, 4.1123, -27.9706)
H (11.3221, 3.9297, -29.7032)
H (8.8464, 1.9096, -28.2113)
H (10.3330, 1.9878, -27.3913)
H (10.3721, 1.9008, -29.1853)
C (11.9608, 8.5554, -9.4895)
O (12.7387, 9.5513, -8.8010)
C (13.6833, 10.3205, -9.5162)
C (14.0997, 11.4864, -8.5958)
N (12.9489, 12.3247, -8.2344)
C (13.1888, 13.0705, -6.9899)
C (11.8227, 13.6242, -6.4368)
O (11.1428, 12.6142, -5.7021)
C (10.0158, 13.0260, -4.9500)
H (11.0169, 8.2447, -9.0416)
H (12.5801, 7.6961, -9.7466)
H (11.5158, 9.0796, -10.3353)
H (13.1398, 10.7102, -10.3769)
H (14.4611, 9.6496, -9.8807)
H (14.9518, 12.0072, -9.0327)
H (14.4592, 10.9935, -7.6925)
H (12.2570, 11.6378, -7.9708)
H (13.8373, 13.9256, -7.1805)
H (13.5947, 12.4389, -6.1997)
H (11.1826, 13.9295, -7.2645)
H (12.0009, 14.5635, -5.9134)
H (9.1828, 13.2442, -5.6183)
H (10.3210, 13.8146, -4.2622)
H (9.7401, 12.1576, -4.3516)
C (18.2914, 13.3465, -15.0534)
O (19.4862, 12.8510, -15.6144)
C (20.6342, 13.7022, -15.6085)
C (21.8977, 12.9997, -16.2474)
N (22.0147, 13.1376, -17.6847)
C (23.4253, 12.8381, -17.9983)
C (23.7158, 13.2861, -19.4495)
O (25.0125, 12.7692, -19.7445)
C (25.2541, 12.4962, -21.1279)
H (17.6547, 12.5215, -14.7339)
H (17.7277, 14.0841, -15.6246)
H (18.5481, 13.8072, -14.0994)
H (20.8161, 13.8826, -14.5490)
H (20.4901, 14.6736, -16.0815)
H (22.0650, 11.9542, -15.9883)
H (22.7452, 13.5463, -15.8336)
H (21.8563, 14.0979, -17.9546)
H (23.4971, 11.7512, -17.9577)
H (24.1120, 13.3743, -17.3434)
H (23.7813, 14.3699, -19.5454)
H (22.9025, 12.9573, -20.0964)
H (25.5868, 13.3993, -21.6396)
H (24.5020, 12.0038, -21.7444)
H (26.0456, 11.7474, -21.0986)
C (5.4347, 15.7681, -18.3423)
C (4.7205, 15.2186, -19.5731)
C (4.7709, 16.2600, -20.7057)
O (4.2877, 17.5394, -20.2616)
C (4.6774, 18.6289, -21.0369)
N (5.2249, 13.9098, -19.9948)
H (5.4891, 15.0881, -17.4921)
H (4.9598, 16.7022, -18.0422)
H (6.4622, 16.0548, -18.5662)
H (3.6610, 15.2570, -19.3197)
H (4.1308, 16.0753, -21.5684)
H (5.8258, 16.3092, -20.9756)
H (5.7534, 18.7400, -21.1715)
H (4.2590, 19.5273, -20.5832)
H (4.2080, 18.6546, -22.0203)
H (5.1220, 13.2876, -19.2059)
H (4.6045, 13.5221, -20.6911)
C (12.8870, 15.2896, -18.0591)
C (12.8907, 13.7439, -18.1403)
C (11.7159, 13.0542, -17.3708)
O (11.8566, 11.6138, -17.4208)
C (12.7384, 11.0236, -16.4477)
N (12.8661, 13.3136, -19.5516)
H (13.1096, 15.6821, -17.0669)
H (11.8915, 15.7012, -18.2252)
H (13.5844, 15.7223, -18.7764)
H (13.8636, 13.4926, -17.7179)
H (10.7755, 13.3018, -17.8633)
H (11.6853, 13.3955, -16.3361)
H (12.1768, 11.1286, -15.5195)
H (13.7460, 11.4344, -16.3829)
H (12.7421, 9.9727, -16.7370)
H (11.8797, 13.2035, -19.7386)
H (13.2081, 12.3639, -19.5176)
C (17.7304, 6.2651, -13.5624)
C (16.7022, 6.2166, -14.7050)
C (15.3378, 5.6144, -14.2096)
O (14.5041, 5.3686, -15.3722)
C (13.1346, 4.9658, -15.1833)
N (16.5164, 7.5842, -15.1844)
H (18.0941, 5.2744, -13.2898)
H (17.2294, 6.6172, -12.6606)
H (18.6017, 6.8456, -13.8657)
H (17.0694, 5.6489, -15.5600)
H (14.7672, 6.2568, -13.5389)
H (15.4584, 4.6865, -13.6507)
H (12.7364, 4.6149, -16.1354)
H (12.4760, 5.8024, -14.9501)
H (12.9081, 4.2202, -14.4212)
H (17.3539, 7.9456, -15.6181)
H (15.7811, 7.4331, -15.8602)
C (8.9677, 16.8241, -14.0160)
C (8.6910, 17.9007, -12.9581)
C (7.2282, 18.4281, -13.0581)
O (7.0980, 19.1547, -14.2765)
C (5.7634, 19.6356, -14.4972)
N (8.9520, 17.3641, -11.6099)
H (8.1782, 16.0809, -14.1268)
H (9.9688, 16.4868, -13.7474)
H (9.0620, 17.3537, -14.9640)
H (9.3952, 18.7238, -13.0794)
H (6.9761, 19.0732, -12.2164)
H (6.5249, 17.5957, -13.0823)
H (5.6892, 20.1085, -15.4764)
H (5.5374, 20.3421, -13.6984)
H (5.0628, 18.8008, -14.4789)
H (9.0663, 18.2042, -11.0609)
H (9.8654, 16.9332, -11.6164)
C (3.0154, 13.0065, -14.7596)
C (3.5637, 11.8324, -13.8797)
C (4.8958, 11.2808, -14.3456)
O (4.7473, 10.6384, -15.6224)
C (5.9645, 10.1017, -16.1572)
N (3.6281, 12.3355, -12.4910)
H (2.8598, 12.6897, -15.7909)
H (3.5583, 13.9426, -14.6289)
H (1.9776, 13.2484, -14.5300)
H (2.8676, 10.9939, -13.9001)
H (5.2768, 10.5523, -13.6299)
H (5.5706, 12.1365, -14.3682)
H (5.7272, 9.3458, -16.9059)
H (6.5360, 9.6379, -15.3533)
H (6.6460, 10.8204, -16.6122)
H (4.5543, 12.6937, -12.3067)
H (3.0310, 13.1336, -12.3277)
C (12.0002, 24.5085, -21.2038)
C (12.7911, 23.7137, -20.1612)
C (12.3300, 22.3049, -20.0951)
O (10.9277, 22.1801, -19.9490)
C (10.6184, 20.9589, -19.2216)
N (14.2098, 23.8768, -20.5145)
H (12.0677, 24.0857, -22.2062)
H (12.3920, 25.5253, -21.2296)
H (10.9712, 24.6364, -20.8678)
H (12.7011, 24.2315, -19.2063)
H (12.8322, 21.7909, -19.2754)
H (12.6962, 21.7585, -20.9642)
H (9.5532, 20.7891, -19.0647)
H (11.0924, 20.9683, -18.2401)
H (11.0706, 20.1589, -19.8079)
H (14.4306, 23.5181, -21.4325)
H (14.3640, 24.8722, -20.5899)
C (18.2249, 11.7593, -20.4989)
C (18.7319, 10.2376, -20.3426)
C (19.6940, 9.8503, -21.4920)
O (18.9339, 9.8690, -22.6642)
C (19.6938, 9.3254, -23.7934)
N (19.3631, 10.1112, -19.0357)
H (19.0692, 12.4422, -20.5926)
H (17.7438, 12.2285, -19.6408)
H (17.5993, 11.8746, -21.3840)
H (17.8987, 9.5350, -20.3568)
H (20.0576, 8.8386, -21.3121)
H (20.5167, 10.5583, -21.5927)
H (19.3116, 9.8274, -24.6822)
H (19.5684, 8.2520, -23.9356)
H (20.7725, 9.3983, -23.6553)
H (18.8171, 10.6441, -18.3738)
H (20.0761, 10.8185, -19.1430)
C (17.3298, 4.5755, -21.3480)
C (16.0394, 4.9416, -20.5494)
C (14.7340, 4.5569, -21.2953)
O (13.5833, 4.8835, -20.5879)
C (13.2687, 6.2340, -20.3492)
N (16.1468, 4.2839, -19.2877)
H (17.3244, 5.0357, -22.3361)
H (17.3670, 3.4932, -21.4720)
H (18.2072, 4.8032, -20.7427)
H (16.0316, 6.0274, -20.4541)
H (14.7362, 3.4822, -21.4771)
H (14.7707, 4.9720, -22.3025)
H (13.9100, 6.5807, -19.5388)
H (12.2174, 6.2915, -20.0673)
H (13.3074, 6.8695, -21.2339)
H (17.0046, 4.6310, -18.8832)
H (15.4495, 4.7120, -18.6956)
C (7.9822, 11.2342, -23.5738)
C (8.4117, 12.7464, -23.8025)
C (7.3333, 13.6508, -24.3716)
O (7.8654, 14.9923, -24.4297)
C (7.1543, 15.8538, -25.3118)
N (8.8549, 13.1898, -22.5051)
H (7.6878, 10.7708, -24.5154)
H (7.0741, 11.2548, -22.9713)
H (8.7748, 10.5924, -23.1890)
H (9.2943, 12.6726, -24.4379)
H (6.5222, 13.6479, -23.6434)
H (6.8932, 13.3006, -25.3052)
H (7.6781, 16.8074, -25.3774)
H (6.1075, 16.0620, -25.0903)
H (7.1147, 15.4526, -26.3245)
H (8.0467, 13.1360, -21.9018)
H (8.8925, 14.1816, -22.6925)
C (14.4192, 17.9552, -12.1178)
C (14.4680, 17.1924, -10.7950)
O (13.5853, 16.1176, -11.0213)
H (15.0176, 18.8538, -11.9672)
H (13.4571, 18.3142, -12.4832)
H (14.9081, 17.2543, -12.7944)
H (14.1463, 17.8037, -9.9518)
H (15.4736, 16.8209, -10.5981)
H (13.6568, 15.4581, -10.3275)
C (8.9666, 12.0921, -11.0740)
C (7.8819, 12.6725, -10.1540)
O (7.1412, 13.6827, -10.7928)
H (9.6511, 11.5198, -10.4478)
H (9.4798, 12.8597, -11.6532)
H (8.4940, 11.4825, -11.8441)
H (8.3907, 13.0069, -9.2499)
H (7.2676, 11.8660, -9.7535)
H (7.8180, 14.3224, -11.0257)
C (17.4652, 20.1936, -17.5794)
C (18.1844, 21.4896, -18.0461)
O (17.3833, 22.6298, -17.7941)
H (18.0110, 19.2687, -17.7660)
H (16.5146, 20.1542, -18.1112)
H (17.1342, 20.1859, -16.5409)
H (18.4591, 21.3904, -19.0963)
H (19.0689, 21.5419, -17.4113)
H (16.8554, 22.8529, -18.5642)
C (12.9523, 15.1875, -25.0891)
C (13.1174, 16.3645, -24.0526)
O (14.0621, 15.9865, -23.1175)
H (12.2102, 15.4300, -25.8498)
H (12.6596, 14.3017, -24.5254)
H (13.9030, 14.9398, -25.5612)
H (12.1837, 16.5850, -23.5352)
H (13.3855, 17.2627, -24.6089)
H (13.6212, 15.3740, -22.5242)

Cartesian forces (eV/Å) of the 2 atoms listed first:
C 0.75 0.03 0.99
O 0.17 -0.41 0.52

---

no.,E_HOMO (eV),HOMO-LUMO gap (eV)
1,-10.224,10.57
2,-8.635,8.73